[1]
The following is a DFT calculation (wB97M-V/def2-TZVPD) of C8H8NO4Sr as an isolated structure.

Output
- Net charge: +1
- Total energy: -18938.1777 eV

The geometry in XYZ format:
```
22
Properties=species:S:1:pos:R:3:forces:R:3
Sr 0.5564 0.4301 -1.1154 0.14 0.10 -0.19
O -2.5302 1.9733 1.4536 0.07 -0.03 0.04
C -2.1625 0.9424 0.5429 0.05 -0.06 0.15
O -1.2915 1.3705 -0.4046 0.06 0.06 -0.30
C -1.4656 -0.0894 1.4406 -0.15 -0.09 0.14
C -1.9356 -0.4378 2.7123 -0.06 0.04 -0.05
C -1.2461 -1.3681 3.4542 0.08 -0.05 -0.02
C -0.0845 -1.9421 2.9264 -0.07 0.08 -0.03
C 0.3124 -1.5385 1.6721 0.11 -0.07 -0.07
N -0.3676 -0.6392 0.9451 -0.14 -0.06 0.34
C 1.5617 -1.9829 0.9687 0.15 -0.16 0.15
O 2.3143 -2.9275 1.4966 -0.11 0.09 -0.07
O 1.9086 -1.4693 -0.0812 -0.10 0.15 -0.09
H -2.7215 2.7547 0.9238 -0.02 0.04 -0.04
H -2.8217 0.0508 3.0914 0.00 -0.01 0.02
H -1.5836 -1.6484 4.4424 -0.01 0.01 0.00
H 0.4722 -2.6564 3.5182 0.02 -0.01 0.00
H 1.9348 -3.2817 2.3108 0.01 -0.05 0.04
C -3.4211 0.3336 -0.0744 -0.13 -0.04 -0.08
H -3.1864 -0.5212 -0.7123 0.08 0.02 0.02
H -3.8953 1.0969 -0.6917 0.00 0.00 0.00
H -4.1330 0.0120 0.6856 0.03 0.03 0.04
```
Forces are in eV/Å.

Atomic partial charges in e from the Löwdin method, atoms 1 to 4: 1.7555, 0.0165, -0.7159, -0.4408


[2]
The following is a DFT calculation (wB97M-V/def2-TZVPD) of one molecule with the formula C3H3I2NO in a non-equilibrium geometry.

Output
- Relative energy (zero: lowest compared OMol25 entry of this formula, charge and spin): 26.2 kJ/mol
- SMILES string: C/C(I)=N/C(=O)I

The geometry in XYZ format:
```
10
Properties=species:S:1:pos:R:3:forces:R:3
C -1.0003 -0.1833 -1.1559 0.09 1.44 0.21
C -2.0181 -1.9738 -2.6775 0.94 2.56 2.53
C -0.3223 0.0821 0.1760 -1.54 0.43 1.11
N -1.1743 -1.3090 -1.6004 -1.01 -3.50 -2.10
O -1.6723 -2.5314 -3.6424 0.58 -0.19 -0.14
I -1.7753 1.5528 -2.1334 -0.01 0.16 -0.08
I -4.0368 -1.8068 -2.0309 -0.23 -0.18 -0.04
H -0.4011 1.1409 0.5296 -0.09 -0.91 -0.60
H -0.8928 -0.5592 0.9050 0.67 0.58 -0.55
H 0.7116 -0.1876 0.2268 0.59 -0.40 -0.34
```
Forces are in eV/Å.

Atomic partial charges in e from the natural (NBO) method, atoms 1 to 4: 0.2583, 0.5787, -0.6882, -0.5214


[3]
The following is a DFT calculation (wB97M-V/def2-TZVPD) of one molecule with the formula C9H14N4O3S in a non-equilibrium geometry.

Output
- Relative energy (zero: lowest compared OMol25 entry of this formula, charge and spin): 217.1 kJ/mol
- SMILES string: N[C@@H](CS)C(=O)N[C@@H](Cc1c[nH]cn1)C(=O)O

The geometry in XYZ format:
```
31
Properties=species:S:1:pos:R:3:forces:R:3
C -3.1895 0.3536 0.4821 0.32 0.16 0.94
C -1.7541 0.0277 0.0872 2.04 0.12 -2.49
C -4.1908 -0.4321 -0.2955 -0.70 0.28 -0.78
C 0.6069 0.3266 0.3515 -1.84 -0.48 3.64
C 0.6375 1.6831 -0.1923 -1.92 3.81 1.51
C 1.1526 -0.7591 -0.4385 0.93 -2.91 -0.99
C 2.6750 -0.8677 -0.1709 -1.38 -0.84 0.03
C 3.7343 -1.2461 -0.9496 -2.76 1.14 -2.05
C 4.4511 -0.7878 1.0742 -2.25 -0.29 2.73
H -3.3185 2.0786 -0.6308 -0.91 -0.82 1.64
H -2.8604 2.4450 0.8178 -0.58 -1.28 0.26
H -3.3646 0.0513 1.4882 0.25 -0.06 1.23
H -3.9336 -0.2556 -1.3478 -0.81 0.10 0.04
H -5.1997 -0.0843 0.0521 0.84 -0.13 -0.88
H -2.8434 -2.4516 -0.3230 -2.09 0.31 0.36
H -1.0283 0.1966 1.9475 0.93 0.38 0.18
H 1.2952 0.2650 1.1866 0.16 0.95 0.70
H 0.5737 -1.7103 -0.1929 1.10 1.05 0.02
H 0.9143 -0.6178 -1.4620 0.20 0.08 -1.13
H 3.5925 -1.2379 -2.0525 1.26 -0.46 0.98
H 5.0943 -0.9188 1.9985 -0.85 0.66 -1.53
H 5.7672 -0.9940 -0.5273 -1.71 -0.82 0.88
H 1.6569 2.7862 -1.2772 0.14 0.67 -0.29
N -3.5486 1.7825 0.3842 1.84 1.54 -2.41
N -0.7282 0.0519 0.9964 -1.06 -0.04 -1.59
N 3.1085 -0.6563 1.0787 1.28 0.36 1.96
N 4.7931 -1.1528 -0.1351 5.22 -0.06 -3.10
O -1.3972 -0.1282 -1.1135 -1.79 0.45 1.79
O -0.1266 2.6049 0.2626 3.29 -3.11 -2.52
O 1.6710 1.8518 -1.0702 -1.50 -0.06 0.98
S -4.2409 -2.2048 -0.0285 2.35 -0.68 -0.12
```
Forces are in eV/Å.

Atomic partial charges in e from the natural (NBO) method, atoms 1 to 4: -0.1685, 0.6740, -0.5308, -0.2087


[4]
The following is a DFT calculation (wB97M-V/def2-TZVPD) of C28H27Br2F2FeGeN2OS2 as an isolated structure.

Output
- Net charge: -2
- Relative energy (zero: lowest compared OMol25 entry of this formula, charge and spin): 26.7 kJ/mol
- Spin multiplicity: 2
- <S²>: 0.814

The geometry in XYZ format:
```
66
Properties=species:S:1:pos:R:3:forces:R:3
Fe -0.0832 0.6234 -0.0528 -0.81 0.17 -0.02
C -1.7838 4.7074 -1.7068 -0.05 0.03 -0.02
C -1.5988 3.2615 -1.2955 0.06 0.18 0.02
S -0.0250 2.8977 -0.6106 0.26 -0.25 0.07
C -2.5604 2.3360 -1.4201 -0.21 0.08 -0.13
C -3.9130 2.6581 -2.0053 -0.02 -0.03 0.00
S -2.3332 0.6729 -0.9236 0.10 0.02 0.08
H -0.8508 5.2527 -1.5682 0.01 0.00 0.00
H -2.5509 5.2072 -1.1045 0.00 0.00 0.00
H -2.0753 4.8087 -2.7579 0.00 -0.02 0.01
H -4.0923 3.7332 -2.0691 -0.01 0.01 -0.01
H -4.7031 2.2128 -1.3947 0.01 0.01 0.01
H -4.0190 2.2364 -3.0119 0.01 -0.01 0.01
Br 3.1405 -4.1830 -0.6336 0.00 0.05 -0.02
C 2.6684 -2.8484 -1.9085 0.02 -0.04 -0.04
C 3.0703 -3.0288 -3.2263 0.04 0.02 0.01
C 2.7005 -2.1349 -4.1943 -0.02 -0.01 0.03
Br 3.3063 -2.4272 -5.9846 0.00 -0.01 -0.02
C 1.8520 -1.0395 -3.8893 0.02 -0.06 0.06
C 1.3344 -0.1530 -4.8526 -0.04 0.08 0.04
C 0.4595 0.8180 -4.4570 0.08 -0.08 -0.18
C 0.1103 0.9263 -3.1084 -0.12 0.15 0.26
N 0.6005 0.1460 -2.1664 0.24 -0.12 -0.19
C 1.4602 -0.8409 -2.5372 -0.04 0.02 -0.19
C 1.9138 -1.7334 -1.4580 0.04 0.02 0.07
O 1.5883 -1.5032 -0.2847 0.24 -0.32 0.03
H 3.6857 -3.8827 -3.4777 -0.02 0.00 -0.02
H 1.6240 -0.2634 -5.8893 -0.01 0.00 -0.01
H 0.0202 1.5048 -5.1692 0.01 0.01 0.00
H -0.5909 1.6848 -2.7916 0.00 -0.04 -0.01
F -1.2335 3.4055 4.3720 0.01 0.00 0.00
C -1.2429 2.2046 3.7214 0.01 0.02 -0.03
C -0.7159 2.1180 2.4602 0.00 0.00 -0.08
C -0.7198 0.8984 1.7643 -0.11 -0.05 0.21
C -1.2706 -0.2246 2.4388 -0.05 0.12 0.05
C -1.7859 -0.0655 3.7218 0.04 -0.02 0.02
F -2.3182 -1.1281 4.4024 -0.02 -0.02 -0.04
C -1.7934 1.1305 4.3984 0.02 0.03 0.02
C -1.3387 -1.4641 1.6650 -0.04 -0.11 -0.07
C -1.8102 -2.7096 2.1042 -0.02 0.04 0.03
C -1.8769 -3.7607 1.2136 0.01 0.00 -0.02
C -1.4972 -3.5636 -0.1064 -0.03 0.01 0.03
C -1.0227 -2.3167 -0.4568 0.05 0.03 -0.17
N -0.9192 -1.3108 0.4030 0.39 0.23 0.19
H -0.3190 3.0046 1.9838 0.00 0.02 0.01
H -2.1905 1.2199 5.3986 -0.01 -0.02 0.00
H -2.1176 -2.8411 3.1274 0.00 0.00 0.02
H -2.2305 -4.7299 1.5466 0.00 0.00 0.01
H -1.5425 -4.3545 -0.8421 -0.01 0.00 -0.01
H -0.7093 -2.1018 -1.4703 0.01 -0.01 0.03
C 4.3472 1.3176 2.5146 -0.08 -0.05 -0.01
Ge 2.6754 0.2487 2.2565 0.12 -0.01 -0.04
C 3.3437 -1.5981 2.1275 -0.03 0.07 -0.04
C 1.8137 0.3394 4.0319 0.08 0.02 -0.03
C 1.7474 1.0737 0.7547 0.22 -0.09 0.25
H 4.9148 0.9693 3.3826 -0.01 -0.01 0.00
H 4.1065 2.3737 2.6570 0.00 0.00 0.00
H 4.9829 1.2318 1.6300 0.00 0.01 0.00
H 4.0097 -1.7924 2.9740 -0.01 -0.01 0.03
H 3.8953 -1.7491 1.1990 -0.03 0.01 0.03
H 2.5233 -2.3146 2.1322 0.00 -0.01 -0.01
H 2.5238 -0.0424 4.7715 -0.01 0.01 0.02
H 0.9108 -0.2668 4.0704 -0.03 -0.02 0.01
H 1.5457 1.3626 4.2976 0.00 0.01 -0.01
H 2.4668 0.9761 -0.0718 -0.10 -0.02 -0.08
H 1.7977 2.1321 1.0553 -0.19 -0.02 -0.12
```
Forces are in eV/Å.

Atomic partial charges in e from the natural (NBO) method, atoms 1 to 4: 0.7554, -0.6368, -0.2369, -0.2179


[5]
The following is a DFT calculation (wB97M-V/def2-TZVPD) of one molecule with the formula C23H21Br2NO4S in a non-equilibrium geometry.

Output
- Total energy: -184782.3025 eV

The geometry in XYZ format:
```
52
Properties=species:S:1:pos:R:3:forces:R:3
C 4.4710 -3.1889 -3.4832 0.04 0.20 0.17
O 4.3357 -2.1852 -2.4710 -0.65 -0.08 0.21
C 3.1140 -1.9219 -1.9248 -1.07 0.33 0.43
C 1.8935 -2.5969 -2.2986 0.35 1.61 1.01
C 0.6756 -2.1211 -1.7200 1.41 0.69 0.24
C 0.6561 -0.9810 -0.8415 0.33 -1.33 1.61
C -0.6345 -0.6158 -0.0241 0.52 -3.10 -3.39
C -1.7383 -0.3164 -1.0814 -0.87 -0.52 0.60
C -3.0283 -0.1282 -0.5597 -1.06 -0.03 -1.25
C -4.1382 0.0084 -1.3661 0.39 -0.09 -1.42
Br -5.8584 0.5294 -0.6709 0.69 -0.33 -0.08
C -4.0682 -0.1432 -2.8490 0.19 0.28 -0.25
O -5.0283 -0.0117 -3.6126 0.05 -0.11 0.51
C -2.7009 -0.4214 -3.3717 -0.25 0.64 2.09
Br -2.5286 -0.6021 -5.2546 0.10 0.02 0.48
C -1.6041 -0.4240 -2.5164 -0.67 -0.56 0.37
C 1.8795 -0.5209 -0.3761 -0.07 1.25 0.21
C 3.0855 -0.8867 -0.9092 1.01 -1.72 -1.90
H 5.5376 -3.1370 -3.7003 -0.15 -0.28 -0.22
H 4.2109 -4.1981 -3.1156 0.02 0.45 -0.08
H 3.8940 -2.9491 -4.3939 0.12 -0.04 0.43
H 1.8882 -3.4067 -3.0477 -0.04 0.53 0.62
H -0.2208 -2.6556 -1.9859 -0.30 0.14 0.03
H -0.6910 -1.5002 0.6464 -0.91 -2.62 -1.56
H -3.2651 -0.1542 0.4845 0.15 0.19 0.51
H -0.6582 -0.6647 -2.9689 0.21 0.34 0.03
H 1.8773 0.2467 0.4097 0.09 -0.39 -0.57
H 4.0422 -0.4031 -0.6510 -0.64 -0.38 0.00
C -0.1913 0.1233 4.4974 0.02 -0.45 -0.21
S 0.0268 -0.9404 3.0591 -0.61 -0.10 -2.29
C -1.2549 -2.2054 3.3007 0.47 0.04 0.63
C -0.8415 -0.0135 1.2343 -0.14 5.57 4.03
C -0.3690 1.4116 1.4133 1.78 1.30 -0.49
C -1.2155 2.4016 0.8859 -2.01 -0.59 1.18
C -0.8885 3.7401 0.8495 1.03 1.27 -0.18
C 0.4116 4.1357 1.2340 -0.11 -2.96 -0.20
N 0.9877 5.3393 0.7675 1.43 3.29 -0.86
O 2.2007 5.5330 0.9958 -1.96 -0.29 -0.23
O 0.2958 6.1286 0.1054 0.72 -1.31 1.11
C 1.3163 3.1864 1.7554 -0.93 -0.92 -0.11
C 0.9367 1.8238 1.8044 -1.05 0.79 0.75
H 0.4462 1.0059 4.3823 -0.21 -0.28 0.05
H -1.2338 0.3808 4.6918 0.16 0.00 -0.09
H 0.2119 -0.5655 5.2467 -0.18 0.54 0.38
H -1.3573 -2.8365 2.4116 0.17 0.33 0.09
H -0.8206 -2.7948 4.1126 -0.45 -0.23 -0.08
H -2.2170 -1.7786 3.6012 0.25 0.03 -0.15
H -1.8882 0.0142 1.6879 1.26 -0.82 -1.20
H -2.2880 2.1261 0.7180 1.17 0.23 -0.34
H -1.5673 4.5311 0.4866 0.34 -0.75 0.10
H 2.2994 3.4860 2.1022 -0.17 0.01 -0.26
H 1.6014 1.1166 2.3102 -0.01 0.21 -0.45
```
Forces are in eV/Å.

Atomic partial charges in e from the natural (NBO) method, atoms 1 to 4: -0.2583, -0.4973, 0.3367, -0.3166


[6]
The following is a DFT calculation (wB97M-V/def2-TZVPD) of a 2-piece molecular cluster, C2H7N3O overall in a non-equilibrium geometry.

Output
- Relative energy (zero: lowest compared OMol25 entry of this formula, charge and spin): 446.2 kJ/mol
- SMILES string: CC1=NN1N.O

The geometry in XYZ format:
```
13
Properties=species:S:1:pos:R:3:forces:R:3
C 0.8701 1.4104 0.3675 0.87 -0.51 0.20
N -1.0127 -0.3949 -0.5984 1.79 -0.88 0.19
N -2.0774 -0.3470 0.3210 -0.27 0.83 0.22
C -0.0625 0.7267 -0.5148 -2.81 -0.15 -0.42
O 1.5671 -1.7286 -0.1075 -1.54 1.17 -0.89
N -0.8896 0.8654 -1.4361 0.51 0.93 -0.14
H 1.8841 -2.4367 -0.6742 -0.12 0.04 -0.11
H -2.6565 -1.1633 0.1647 0.25 0.02 0.10
H -1.7375 -0.3155 1.2791 -0.08 -0.17 -0.20
H 0.7707 -1.2959 -0.5902 1.58 -1.56 1.04
H 0.3591 1.7433 1.2709 -0.09 0.07 -0.09
H 1.3466 2.2443 -0.1432 -0.16 0.09 0.01
H 1.6386 0.6919 0.6610 0.07 0.11 0.09
```
Forces are in eV/Å.

Atomic partial charges in e from the natural (NBO) method, atoms 1 to 4: -0.7009, -0.2368, -0.6872, 0.3553